A molecular structure, C33H13BrF4GaN7O7S2, computed with ωB97M-V/def2-TZVPD.

Structure (XYZ):
```
68
Properties=species:S:1:pos:R:3:mulliken_charge:R:1
Ga -1.61812 -0.53403 -1.66339 0.4153
Br 0.72699 3.16350 4.03294 -0.1792
C 0.91045 3.97442 2.33829 -0.0816
C 1.76613 3.40887 1.40421 -0.5624
C 1.88390 3.97943 0.14833 -0.2432
C 1.15417 5.12308 -0.16142 0.2028
C 0.35216 5.71790 0.80291 -0.2376
C 0.20493 5.13151 2.05019 -0.4516
N 1.25817 5.82468 -1.41326 -0.3595
N 1.13724 5.24702 -2.49913 -0.5661
C 0.78045 3.85523 -2.54837 -0.1419
C 1.65761 2.98039 -3.12894 -0.8328
C 1.42481 1.59048 -3.16003 -0.6548
C 0.26608 1.07678 -2.63163 0.9588
O -0.03680 -0.22154 -2.59919 -0.5439
C -0.69792 2.00065 -2.12276 0.6256
N -1.86596 1.44780 -1.68466 -0.1156
C -2.83710 2.21070 -1.23013 0.0846
C -2.70550 3.60653 -1.19709 -1.1440
C -1.53412 4.18496 -1.60632 -0.3990
C -0.47200 3.38222 -2.07906 0.2405
H 2.33295 2.52387 1.65833 0.6291
H 2.54803 3.53435 -0.57935 0.5180
H -0.15634 6.64374 0.56476 0.4615
H -0.43663 5.57803 2.79674 0.4427
H 2.57804 3.37502 -3.54151 0.4404
H 2.14965 0.92828 -3.61210 0.5540
H -3.72432 1.70660 -0.87455 0.6074
H -3.53065 4.20396 -0.83868 0.4225
H -1.42302 5.26133 -1.58400 0.5862
O -3.70433 -0.52411 -0.63712 -0.6214
S -3.96025 -1.71878 -1.43937 1.3282
O -5.26349 -1.96285 -1.94712 -0.7267
O -2.89574 -1.61192 -2.54642 -0.5962
C -3.43868 -3.11408 -0.47337 0.6721
C -4.03325 -4.31163 -0.84103 -0.7070
C -3.68522 -5.49546 -0.20948 -0.6860
C -2.73968 -5.47430 0.79718 -0.7674
C -2.14334 -4.27763 1.16837 -0.5745
C -2.47348 -3.08362 0.54317 -0.1662
S -1.62576 -1.64169 1.22158 1.0407
O -2.58731 -0.78039 1.82539 -0.6744
O -0.56901 -2.15733 2.04569 -0.5121
O -0.94593 -0.97052 0.01512 0.3392
H -4.78079 -4.30574 -1.62195 0.4980
H -4.15891 -6.42200 -0.50355 0.4099
H -2.45990 -6.38673 1.30656 0.4245
H -1.40909 -4.25851 1.95987 0.5820
F 1.03689 -4.26201 0.40033 -0.4629
C 1.80411 -3.25936 0.79936 0.8121
C 2.05441 -3.10699 2.10316 -0.0587
F 1.50491 -3.93243 2.97017 -0.3717
C 2.89266 -2.03399 2.61138 0.3991
C 3.62886 -1.31286 1.58193 0.3727
C 3.42765 -1.51456 0.27457 -0.3575
F 4.10652 -0.79398 -0.60690 -0.3313
C 2.39986 -2.41273 -0.21907 0.6041
C 1.99873 -2.43722 -1.51848 1.2515
C 0.73624 -3.00935 -1.89056 -0.3473
N -0.35333 -3.27565 -2.14572 -0.4811
C 2.70240 -1.80059 -2.59008 0.0210
N 3.27851 -1.36214 -3.48122 -0.5984
F 4.51571 -0.40460 1.96226 -0.3617
C 2.96685 -1.72314 3.92991 1.3800
C 3.75031 -0.63633 4.44735 -0.3414
N 4.33684 0.25486 4.87202 -0.5076
C 2.25166 -2.42891 4.95622 -0.0530
N 1.74105 -2.95651 5.83875 -0.5070
```

## Properties
* frontier orbital gap: 5.3 eV
* highest occupied orbital energy: -8.61 eV
* energy relative to the best compared isomer or geometry (same formula, charge and spin): 0.000 eV
* E_LUMO: -3.3 eV
* electronic energy: -214151.673 eV